The molecule C17H18ClNOS, computed with the ωB97M-V functional and the def2-TZVPD basis.

The geometry in XYZ format:
```
39
Properties=species:S:1:pos:R:3
C 2.022 -1.830 0.126
H -2.488 -0.944 2.449
H 4.201 0.626 -1.671
C -2.034 -1.463 -0.885
C -3.309 0.989 -0.952
C 3.242 0.164 -1.440
C 1.901 2.736 0.976
C -3.091 0.354 0.260
C -2.882 0.403 -2.132
H 2.806 -0.251 -2.348
C -2.454 -0.879 0.306
Cl -0.544 3.763 1.497
C 2.769 1.913 0.284
S 3.682 -1.250 -0.342
H -0.218 -0.171 1.036
C 0.090 1.981 -0.423
O -0.411 -3.084 2.192
H 1.783 -1.928 2.273
H -1.912 -1.291 -3.012
C -0.753 -1.998 1.783
H 2.075 -2.915 0.180
H -1.543 -2.426 -0.856
H 1.343 -1.549 -0.678
H -0.952 2.013 -0.699
N 0.124 -1.015 1.471
C -2.212 -1.586 1.609
H -3.422 0.821 1.176
H 2.048 -0.284 1.650
C 2.315 1.109 -0.759
C -2.242 -0.826 -2.094
H -2.816 -2.495 1.668
H 0.595 0.556 -1.920
C 0.969 1.159 -1.105
H 3.812 1.878 0.561
H -3.049 0.899 -3.076
H -3.812 1.945 -0.974
H 2.257 3.352 1.786
C 1.550 -1.236 1.461
C 0.560 2.759 0.623
```

Output
LUMO energy: 0.6 eV
Total charge: 0
F_max: 0.697 eV/A
E_tot: -44817.5764 eV
Highest occupied orbital energy: -8.63 eV